Record 1
Below is a structure of composition C41H44CaFN4O2PS3Si, with properties calculated with wB97M-V/def2-TZVPD.

```
98
Properties=species:S:1:pos:R:3:lowdin_charge:R:1
Ca -0.30 -0.08 1.62 0.90
N 2.72 1.02 1.44 0.12
C 3.89 0.43 1.12 -0.32
C 5.06 0.76 1.85 -0.04
C 6.27 0.17 1.56 -0.12
C 6.38 -0.76 0.53 -0.13
C 5.24 -1.10 -0.18 -0.12
C 4.00 -0.55 0.11 -0.30
P 2.50 -1.00 -0.85 1.12
C 2.86 -2.73 -1.32 -0.39
C 2.51 -3.21 -2.59 -0.12
C 2.60 -4.57 -2.87 -0.10
C 3.01 -5.46 -1.89 -0.11
C 3.32 -4.99 -0.63 -0.08
C 3.25 -3.64 -0.34 -0.11
C 2.90 -0.03 -2.37 -0.35
C 2.24 1.19 -2.47 -0.09
C 2.50 2.05 -3.53 -0.10
C 3.41 1.69 -4.51 -0.12
C 4.07 0.47 -4.43 -0.11
C 3.82 -0.38 -3.36 -0.10
H 2.71 1.81 2.06 0.06
H 1.93 1.02 0.79 0.00
H 4.98 1.48 2.65 0.10
H 7.14 0.44 2.14 0.09
H 7.33 -1.23 0.30 0.08
H 5.31 -1.84 -0.97 0.10
H 2.14 -2.53 -3.34 0.09
H 2.31 -4.92 -3.85 0.09
H 3.05 -6.52 -2.11 0.09
H 3.60 -5.68 0.16 0.10
H 3.45 -3.29 0.66 0.09
H 1.50 1.45 -1.71 0.07
H 1.98 3.00 -3.60 0.09
H 3.60 2.36 -5.35 0.09
H 4.78 0.18 -5.19 0.09
H 4.35 -1.32 -3.29 0.10
S -0.17 -4.43 3.88 0.25
C -0.16 -2.84 3.34 -1.91
S 1.27 -2.16 2.60 0.24
S -1.63 -1.91 3.30 0.23
F 0.31 1.18 0.05 -0.66
C -3.70 1.14 -1.48 -0.06
C -2.35 1.26 -0.77 -0.19
N -2.57 1.44 0.67 -0.16
C -3.50 0.45 1.22 -0.18
C -4.91 0.68 0.63 -0.05
N -4.75 1.65 -0.51 -0.09
C -4.34 2.99 0.02 -0.07
C -3.08 2.77 0.91 -0.14
H -3.95 0.10 -1.70 0.12
H -3.78 1.74 -2.39 0.13
H -1.76 2.10 -1.13 0.12
H -1.78 0.35 -0.92 0.03
H -3.51 0.55 2.30 0.10
H -3.13 -0.54 0.95 0.02
H -5.61 1.13 1.33 0.13
H -5.34 -0.23 0.22 0.12
H -5.63 1.74 -1.00 0.17
H -5.19 3.39 0.58 0.12
H -4.15 3.63 -0.84 0.12
H -3.33 2.87 1.96 0.10
H -2.32 3.51 0.66 0.13
O 1.47 3.03 3.15 0.04
C 0.34 2.98 3.60 -0.44
N -0.67 2.14 3.22 0.12
C -1.78 2.44 3.95 -0.46
O -2.91 1.99 3.83 0.01
C -1.46 3.54 4.94 -0.09
C -2.21 4.17 5.90 -0.02
C -1.59 5.18 6.64 -0.10
C -0.27 5.53 6.40 -0.10
C 0.48 4.88 5.42 -0.02
C -0.14 3.88 4.70 -0.09
H -3.24 3.89 6.08 0.11
H -2.15 5.70 7.41 0.09
H 0.19 6.32 6.99 0.09
H 1.52 5.14 5.22 0.11
C -0.82 -3.81 -0.40 -0.25
Si -1.92 -2.26 -0.54 0.58
C -3.69 -3.02 -0.31 -0.28
C -1.94 -1.92 -2.45 -0.31
C -0.81 -1.29 -3.00 -0.13
C -0.73 -0.93 -4.34 -0.11
C -1.82 -1.16 -5.18 -0.14
C -2.96 -1.76 -4.66 -0.14
C -3.01 -2.14 -3.33 -0.14
H -1.11 -4.60 -1.10 0.01
H -0.89 -4.20 0.62 0.01
H 0.23 -3.57 -0.56 -0.01
H -3.83 -3.96 -0.86 0.01
H -4.49 -2.34 -0.63 -0.02
H -3.85 -3.22 0.75 0.01
H 0.03 -1.07 -2.34 0.06
H 0.17 -0.46 -4.71 0.09
H -1.77 -0.86 -6.22 0.08
H -3.81 -1.94 -5.31 0.08
H -3.90 -2.63 -2.96 0.08
```

Highest occupied orbital energy = -0.0258 hartree
ΔE to the lowest compared entry with this formula, charge and spin = 0.144 eV
Charge = -2
E = -124120.131 eV
Gap between HOMO and LUMO = 3.65 eV
LUMO level = 2.943 eV


Record 2
Below is a structure of composition C41H45BN8O2Pt in a non-equilibrium geometry, with properties calculated with wB97M-V/def2-TZVPD.

```
98
Properties=species:S:1:pos:R:3:lowdin_charge:R:1
Pt 0.72 -0.22 -0.80 1.15
C 0.21 3.44 -0.18 0.00
C 1.50 2.80 0.23 -0.32
C 2.52 3.33 1.02 0.04
C 3.48 2.33 1.12 -0.26
C 4.78 2.36 1.85 0.00
N 3.03 1.27 0.42 0.01
N 1.84 1.56 -0.14 -0.04
B 3.74 -0.07 0.07 -0.49
N 2.98 -1.27 0.71 0.03
N 1.90 -1.80 0.09 -0.04
C 1.59 -2.95 0.69 -0.32
C 0.51 -3.84 0.17 -0.01
C 2.50 -3.18 1.72 0.04
C 3.37 -2.09 1.71 -0.25
C 4.54 -1.84 2.59 0.00
N 3.65 -0.23 -1.46 0.04
N 2.46 -0.34 -2.10 -0.03
C 2.69 -0.45 -3.41 -0.30
C 1.58 -0.63 -4.39 -0.01
C 4.07 -0.41 -3.62 0.05
C 4.64 -0.27 -2.36 -0.24
C 6.09 -0.18 -2.04 0.00
H 0.27 4.52 -0.04 0.10
H -0.62 3.06 0.42 0.07
H 0.00 3.25 -1.23 0.07
H 2.56 4.31 1.46 0.12
H 4.83 3.27 2.45 0.09
H 5.62 2.37 1.15 0.09
H 4.89 1.50 2.50 0.08
H 4.86 -0.06 0.45 0.12
H -0.05 -3.34 -0.61 0.06
H -0.16 -4.16 0.97 0.08
H 0.96 -4.74 -0.25 0.10
H 2.53 -4.03 2.38 0.12
H 4.64 -2.66 3.30 0.09
H 4.41 -0.91 3.15 0.08
H 5.46 -1.77 2.01 0.09
H 0.63 -0.68 -3.87 0.04
H 1.72 -1.55 -4.95 0.09
H 1.56 0.19 -5.10 0.09
H 4.58 -0.48 -4.56 0.13
H 6.67 -0.26 -2.95 0.09
H 6.40 -0.97 -1.36 0.09
H 6.33 0.78 -1.56 0.09
O -2.42 -1.77 5.37 -0.04
C -1.10 -1.29 5.35 -0.19
C -0.74 -0.94 3.93 -0.14
C 0.27 -0.04 3.63 0.05
C 0.50 0.30 2.31 -0.06
N -0.20 -0.20 1.30 0.05
C -1.17 -1.09 1.57 -0.21
C -1.46 -1.48 2.87 0.08
C -1.92 -1.60 0.43 -0.14
C -2.68 -2.75 0.45 0.07
C -3.21 -3.29 -0.71 -0.10
C -4.16 -4.45 -0.65 -0.18
O -4.02 -5.22 0.51 -0.02
C -2.77 -2.75 -1.93 0.05
C -2.05 -1.60 -1.94 0.01
N -1.82 -0.87 -0.76 0.00
H -2.71 -1.89 6.28 0.11
H -0.39 -2.05 5.70 0.14
H -0.97 -0.40 5.97 0.14
H 0.88 0.40 4.42 0.14
H 1.27 1.02 2.07 0.11
H -2.26 -2.16 3.09 0.13
H -2.84 -3.28 1.39 0.14
H -4.10 -5.04 -1.57 0.14
H -5.18 -4.03 -0.63 0.16
H -3.35 -5.90 0.38 0.11
H -2.99 -3.24 -2.87 0.14
H -1.71 -1.15 -2.85 0.13
C -4.82 4.71 1.22 -0.05
C -5.01 3.59 2.01 -0.06
C -4.39 2.40 1.69 -0.03
C -3.57 2.29 0.55 -0.20
C -3.36 3.45 -0.22 -0.04
C -3.99 4.64 0.11 -0.05
C -3.02 0.97 0.28 0.04
C -2.38 0.48 -0.80 -0.15
C -2.26 1.13 -2.12 -0.23
C -3.41 1.45 -2.85 -0.02
C -3.30 1.99 -4.12 -0.04
C -2.05 2.21 -4.68 -0.04
C -0.90 1.87 -3.98 -0.05
C -1.02 1.33 -2.71 -0.10
H -5.30 5.65 1.47 0.12
H -5.66 3.65 2.88 0.11
H -4.54 1.53 2.31 0.11
H -2.69 3.43 -1.06 0.10
H -3.83 5.51 -0.51 0.12
H -3.18 0.28 1.10 0.12
H -4.38 1.28 -2.41 0.13
H -4.19 2.23 -4.68 0.12
H -1.97 2.63 -5.67 0.12
H 0.07 2.04 -4.42 0.11
H -0.11 1.07 -2.13 0.04
```

Highest occupied orbital energy (alpha / beta) = -0.4769 / -0.4756 hartree
ΔE to the lowest compared entry with this formula, charge and spin = 3.276 eV
Charge = +2
E = -63173.315 eV
Gap between HOMO and LUMO (alpha / beta) = 5.59 / 5.56 eV
LUMO level (alpha / beta) = -7.390 / -7.383 eV


Record 3
Below is a structure of composition C41H45BeNP2 in a non-equilibrium geometry, with properties calculated with wB97M-V/def2-TZVPD.

```
90
Properties=species:S:1:pos:R:3:lowdin_charge:R:1
Be -1.40 2.20 0.61 0.22
C -2.31 1.46 -3.09 -0.14
C -1.89 0.22 -2.77 -0.14
C -0.59 -0.42 -3.14 -0.16
C 0.59 0.58 -3.14 -0.16
C 0.50 1.57 -2.01 -0.14
C 0.07 2.84 -2.22 -0.13
C -0.51 3.24 -3.54 -0.18
C -1.69 2.39 -4.07 -0.18
C -0.09 3.28 0.54 -0.15
H -3.33 1.76 -2.81 0.11
H -2.63 -0.50 -2.38 0.12
H -0.65 -0.95 -4.11 0.13
H -0.40 -1.22 -2.41 0.07
H 1.53 0.01 -3.06 0.10
H 0.64 1.10 -4.11 0.11
H 1.03 1.28 -1.09 0.08
H 0.51 3.69 -1.68 0.10
H 0.30 3.23 -4.29 0.11
H -0.84 4.29 -3.48 0.11
H -2.48 3.09 -4.40 0.11
H -1.39 1.85 -4.98 0.11
H 0.28 3.53 1.55 0.02
H -0.34 4.25 0.07 0.01
H 0.78 2.86 0.02 -0.04
P -0.76 -2.39 0.35 1.06
P 2.66 -0.86 1.01 1.07
C 0.74 -2.45 -0.59 -0.34
C 1.95 -1.78 -0.42 -0.31
C -1.79 -3.81 0.55 -0.41
C -2.19 -4.65 -0.51 -0.08
C -3.33 -5.42 -0.33 -0.08
C -4.01 -5.44 0.89 -0.08
C -3.56 -4.66 1.97 -0.09
C -2.44 -3.85 1.82 -0.12
C -2.07 -1.07 0.20 -0.27
C -1.71 0.24 -0.21 -0.12
C -2.67 1.30 -0.37 -0.17
C -4.04 1.00 -0.05 -0.03
C -4.39 -0.27 0.37 -0.04
C -3.42 -1.26 0.55 -0.03
C 4.35 -1.62 1.09 -0.36
C 4.42 -3.01 1.32 -0.11
C 5.66 -3.62 1.42 -0.09
C 6.84 -2.88 1.28 -0.09
C 6.77 -1.51 1.01 -0.08
C 5.53 -0.87 0.94 -0.08
C 3.16 0.72 0.24 -0.42
C 3.34 1.89 1.02 -0.10
C 3.75 3.06 0.39 -0.08
C 4.09 3.07 -0.97 -0.08
C 4.08 1.87 -1.68 -0.08
C 3.59 0.71 -1.09 -0.14
H 0.76 -3.22 -1.38 0.07
H 2.71 -1.96 -1.21 0.07
H -1.62 -4.63 -1.44 0.10
H -3.71 -6.01 -1.17 0.10
H -4.91 -6.05 1.01 0.11
H -4.10 -4.66 2.92 0.11
H -2.12 -3.18 2.62 0.12
H -0.70 0.34 -0.59 0.09
H -2.51 2.15 -1.08 0.13
H -4.80 1.79 -0.17 0.12
H -5.43 -0.54 0.56 0.12
H -3.72 -2.20 1.00 0.09
H 3.51 -3.59 1.43 0.10
H 5.72 -4.69 1.60 0.10
H 7.82 -3.35 1.37 0.10
H 7.66 -0.92 0.84 0.10
H 5.48 0.20 0.77 0.10
H 3.18 1.86 2.10 0.11
H 3.80 3.99 0.96 0.11
H 4.37 4.00 -1.46 0.11
H 4.46 1.82 -2.71 0.11
H 3.57 -0.21 -1.67 0.09
C 0.05 -0.07 2.57 -0.13
C -1.13 0.69 2.97 -0.36
C -1.90 0.49 4.12 -0.09
C -2.93 1.43 4.11 -0.08
C -2.74 2.21 2.94 -0.37
C -3.57 3.33 2.47 -0.06
N -1.66 1.73 2.24 0.02
H -0.21 -0.84 1.80 -0.03
H 0.41 -0.64 3.44 0.09
H 0.84 0.58 2.18 0.03
H -1.71 -0.29 4.83 0.08
H -3.75 1.56 4.81 0.08
H -3.88 3.94 3.33 0.08
H -3.01 3.95 1.75 0.07
H -4.49 2.95 1.98 0.06
```

Highest occupied orbital energy = -0.2194 hartree
ΔE to the lowest compared entry with this formula, charge and spin = 2.695 eV
Charge = 0
E = -63710.286 eV
Gap between HOMO and LUMO = 5.64 eV
LUMO level = -0.331 eV


Record 4
Below is a structure of composition C41H45Cl2N4O3PV in a non-equilibrium geometry, with properties calculated with wB97M-V/def2-TZVPD.

```
97
Properties=species:S:1:pos:R:3:lowdin_spin:R:1
V -0.72 0.32 0.76 2.83
C -2.44 2.20 0.20 0.00
C -1.57 2.56 1.30 0.01
C -2.30 2.34 2.50 0.00
C -3.55 1.81 2.17 0.00
C -3.61 1.65 0.78 -0.01
C -4.75 1.03 0.01 0.00
C -4.47 1.20 3.17 0.00
C -1.82 2.42 3.91 0.00
C -0.44 3.57 1.24 0.01
C -2.43 2.85 -1.14 0.00
H -5.35 1.79 -0.51 0.00
H -5.39 0.44 0.69 0.00
H -4.34 0.36 -0.75 0.00
H -4.56 1.79 4.09 0.00
H -4.05 0.23 3.48 0.00
H -5.47 0.99 2.79 0.00
H -2.47 3.03 4.53 0.00
H -0.80 2.84 3.96 0.00
H -1.82 1.42 4.33 0.00
H -0.79 4.63 1.23 0.00
H 0.22 3.48 0.38 0.00
H 0.17 3.45 2.15 0.00
H -3.19 3.65 -1.16 0.00
H -2.63 2.18 -1.96 0.00
H -1.47 3.32 -1.34 0.00
Cl -2.74 -6.84 2.11 0.00
C -2.09 -5.37 1.49 0.00
C -1.09 -5.32 0.49 0.00
C -0.62 -4.14 0.02 0.00
Cl 0.55 -4.34 -1.32 0.00
C -1.07 -2.87 0.55 0.00
O -0.59 -1.74 0.12 0.03
C -2.02 -2.99 1.59 0.00
C -2.49 -1.85 2.40 0.01
O -2.03 -0.73 2.48 0.02
C -2.58 -4.21 2.03 0.00
H -0.67 -6.24 0.12 0.00
H -3.33 -2.06 3.07 0.00
H -3.33 -4.25 2.81 0.00
C 0.83 0.27 3.28 0.01
N 1.95 0.16 4.16 0.00
C 2.53 -1.18 4.02 0.00
N 2.93 -1.47 2.64 0.00
C 1.77 -1.36 1.78 0.00
N 1.18 0.02 1.85 0.02
C 2.24 0.98 1.49 0.01
N 3.40 0.88 2.36 0.00
C 2.98 1.12 3.75 0.00
C 3.92 -0.48 2.27 0.00
H 0.40 1.27 3.38 0.00
H 0.04 -0.42 3.57 0.00
H 1.80 -1.92 4.36 0.00
H 3.39 -1.25 4.67 0.00
H 1.03 -2.10 2.08 0.00
H 2.02 -1.51 0.73 0.00
H 1.82 2.00 1.52 0.00
H 2.55 0.80 0.48 0.00
H 2.57 2.15 3.86 0.00
H 3.82 1.00 4.41 0.00
H 4.78 -0.55 2.94 0.00
H 4.25 -0.68 1.24 0.00
O 0.21 1.12 -1.12 0.03
P 0.77 0.50 -2.36 0.00
C -0.34 -0.72 -3.00 0.00
C -1.64 -0.75 -2.50 0.00
C -2.52 -1.75 -2.94 0.00
C -2.10 -2.73 -3.81 0.00
C -0.80 -2.71 -4.30 0.00
C 0.07 -1.70 -3.92 0.00
C 1.12 1.57 -3.83 0.00
C 2.06 1.37 -4.87 0.00
C 2.19 2.32 -5.90 0.00
C 1.41 3.46 -5.97 0.00
C 0.47 3.64 -4.95 0.00
C 0.36 2.72 -3.91 0.00
C 2.37 -0.29 -2.05 0.00
C 2.45 -1.65 -1.80 0.00
C 3.68 -2.21 -1.48 0.00
C 4.81 -1.42 -1.35 0.00
C 4.75 -0.06 -1.61 0.00
C 3.52 0.50 -1.97 0.00
H -2.00 -0.01 -1.78 0.00
H -3.52 -1.82 -2.50 0.00
H -2.81 -3.51 -4.11 0.00
H -0.47 -3.49 -4.95 0.00
H 1.09 -1.66 -4.33 0.00
H 2.71 0.50 -4.90 0.00
H 2.91 2.11 -6.70 0.00
H 1.54 4.19 -6.76 0.00
H -0.18 4.52 -4.93 0.00
H -0.34 2.92 -3.10 0.00
H 1.55 -2.27 -1.84 0.00
H 3.78 -3.30 -1.36 0.00
H 5.75 -1.83 -1.01 0.00
H 5.61 0.56 -1.49 0.00
H 3.48 1.56 -2.22 0.00
```

<S²> = 3.7593
Highest occupied orbital energy (alpha / beta) = -0.2287 / -0.2353 hartree
ΔE to the lowest compared entry with this formula, charge and spin = 0.000 eV
Charge = 0
E = -115373.387 eV
2S+1 = 4
Gap between HOMO and LUMO (alpha / beta) = 6.27 / 6.41 eV
LUMO level (alpha / beta) = 0.046 / 0.005 eV